Entry from the OMol25 dataset: a molecular structure, C39H53IrN2O3SSe2 (ωB97M-V/def2-TZVPD).

Last column: Löwdin charge in e.
Element x y z (Å)
H: 3.8991 2.0598 5.3290  0.092
H: -5.2249 -1.7413 2.6259  0.090
O: -1.5582 -0.5903 -0.3481  -0.379
H: 1.1535 3.6718 -0.2547  0.045
N: -0.3750 -1.5569 -2.6521  0.025
C: 4.2848 0.8842 0.1204  -0.063
N: 0.4584 3.6948 -3.2283  0.128
H: 4.9316 -2.7549 -0.9971  0.121
C: -1.5882 -1.5672 0.5655  -0.345
H: 2.3173 1.8135 6.0884  0.089
H: 1.0069 5.2169 0.5877  0.091
C: -0.6977 -4.1512 4.8032  -0.044
H: -2.0887 -3.4937 -4.3989  0.101
C: -1.0060 -3.4711 -4.2859  -0.009
C: -2.7372 -2.9564 2.1353  0.049
H: -0.6656 -4.8908 5.6058  0.089
C: -4.0622 0.2104 1.1425  -0.031
H: 6.1242 -3.2034 0.9988  0.082
Se: 1.2020 -1.5873 0.1840  1.204
C: 1.1576 1.0959 1.1259  -0.346
H: 3.7428 1.0217 6.7464  0.090
H: -6.2261 -1.3933 1.2213  0.090
C: 0.7562 3.5158 1.8967  -0.523
C: 3.7662 1.6818 -3.4977  -0.197
O: 0.6289 1.3797 -0.0776  -0.399
C: 5.0544 0.0403 0.9030  -0.019
C: -0.4257 -2.2215 0.9531  -0.380
H: 1.9254 -1.7823 5.1024  0.071
C: 3.2557 1.3258 5.8191  -0.058
H: 3.5603 -1.2609 -2.4142  0.119
H: 2.5280 -1.5419 2.8021  0.114
C: -1.5362 -4.6747 3.6277  -0.557
C: 1.3819 4.1948 0.6695  -0.034
H: 0.1147 -5.7999 2.7300  0.075
C: -0.3914 -3.2265 1.9064  -0.061
C: 4.3800 -0.5933 4.7216  -0.047
C: 5.3016 -1.2745 0.5104  -0.245
C: -2.9362 -5.0101 4.1428  -0.061
H: -1.2278 3.0169 2.6338  0.096
Ir: 0.1126 -0.1024 -1.3412  1.003
C: -4.3988 -1.4684 -0.7095  -0.037
C: 1.5916 -0.1900 1.4378  -0.369
C: 2.0804 -0.8646 5.6733  -0.036
C: -5.3102 -1.8878 1.5476  -0.064
H: 5.4565 0.4036 1.8410  0.117
C: 6.1476 -2.1774 1.3617  -0.025
H: -4.4938 -2.5301 -0.9499  0.091
C: 3.9936 -0.8981 -1.4894  -0.104
H: -0.8579 -6.7174 3.8760  0.088
H: 2.1040 4.5276 3.2918  0.091
C: 2.4051 0.4594 3.5914  -0.156
C: -0.2785 2.9648 -2.7225  -0.675
H: -0.5430 -3.2954 -5.2552  0.100
H: 4.2766 -1.5302 4.1711  0.068
C: -1.5655 -3.6096 2.5317  -0.159
H: 1.1056 -0.4003 5.8332  0.094
C: 1.3159 2.1031 2.1027  -0.072
H: -1.0403 2.7776 0.8945  0.043
C: 3.0273 0.0962 4.9391  -0.551
C: -4.1237 -1.2846 0.7917  -0.530
H: 4.8417 -0.8268 5.6826  0.091
C: 1.0343 4.4207 3.1001  -0.063
H: -1.4911 -6.3686 2.2620  0.092
O: 1.6224 0.6326 -2.5990  -0.686
C: 3.7722 0.4096 -1.0795  -0.423
H: 7.1863 -1.8426 1.3586  0.095
H: 3.8825 0.7060 -3.9655  0.067
H: 4.7297 2.0910 -3.1980  0.075
H: -5.3395 -0.9803 -0.9734  0.088
H: -3.6053 -1.0421 -1.3205  0.062
H: 4.0681 1.8940 0.4450  0.119
C: -0.6433 -2.4020 -3.3711  -0.118
H: 0.5512 4.0572 4.0088  0.090
H: 2.4944 -1.1377 6.6461  0.091
H: 0.5550 -3.6882 2.1648  0.108
H: -3.4123 -4.1490 4.6155  0.089
H: 5.8062 -2.1687 2.3968  0.070
C: -0.7686 3.4216 1.7300  -0.029
C: 4.7546 -1.7320 -0.6884  -0.034
H: 0.6352 5.4144 2.8933  0.091
C: 2.2190 -0.5175 2.6262  -0.061
C: -2.8018 -1.9572 1.1709  -0.076
C: 1.9366 1.7411 3.2941  0.050
H: -3.5857 -5.3703 3.3426  0.091
C: -0.9029 -5.9637 3.0877  -0.045
H: -3.6603 -3.2507 2.6088  0.088
H: -3.2610 0.7172 0.6071  0.056
S: 2.7680 1.5076 -2.0317  0.999
H: -1.1228 -3.2285 5.2025  0.092
H: 3.2466 2.3754 -4.1557  0.061
H: -3.8928 0.3441 2.2127  0.095
H: 5.0601 0.0587 4.1686  0.080
H: -5.4211 -2.9554 1.3484  0.090
H: -1.1882 4.4139 1.5494  0.093
H: -0.6647 -4.4249 -3.8873  0.100
H: -2.8658 -5.7991 4.8927  0.089
H: 2.4685 4.2543 0.7740  0.090
H: 2.0545 2.5054 4.0453  0.087
Se: -1.4344 1.7855 -1.9436  1.006
H: -5.0089 0.6914 0.8871  0.090
H: 0.3297 -3.9436 4.4970  0.070

Its gap between HOMO and LUMO (spin up / spin down) is 7.35 / 4.22 eV. Its HOMO energy (spin up / spin down) is -10.19 / -10.18 eV. As for the expectation value of S²: 0.76. The charge is +1. Its multiplicity is 2.

Entry from the OMol25 dataset: 3 unconnected molecules or ions with the total composition H6O3 (ωB97M-V/def2-TZVPD).

Last column: Löwdin charge in e.
Element x y z (Å)
H: -0.1852 -0.6616 0.4512  0.044
O: -0.3728 0.1702 2.1466  -0.085
H: 1.7441 -0.0812 -1.7513  0.092
O: 0.8091 0.1006 -1.6571  0.014
H: -0.3511 -0.0143 -0.9072  -0.061
H: -0.8557 0.3146 1.3328  -0.051
O: -0.7945 -0.1366 -0.0678  -0.074
H: 0.6984 0.9810 -2.0162  0.088
H: -0.6923 -0.6727 2.4689  0.033

Its gap between HOMO and LUMO is 10.64 eV. Its HOMO energy is -10.30 eV. The charge is 0.

Entry from the OMol25 dataset: a molecular structure, C11H8NO5Yb (ωB97M-V/def2-TZVPD).

Last column: Löwdin charge in e.
Element x y z (Å)
H: -1.8443 -5.0202 -2.2754  0.136
H: -5.0670 -5.2693 -0.2744  0.095
C: -2.5737 -2.0849 0.0512  -0.124
C: -3.2406 -4.2091 -0.8636  -0.229
H: -3.6666 -6.3213 -0.6366  0.105
H: -0.3606 -3.0346 -2.1446  0.095
C: -0.1206 0.9015 0.9553  -0.276
C: -1.0029 1.4405 -0.2329  -0.200
C: -0.4114 -0.1517 -2.2095  -0.062
H: -2.7585 -1.2213 0.6971  0.113
N: -1.4319 -2.1377 -0.6330  -0.045
H: -4.5491 -5.5468 -1.9680  0.107
O: -1.1393 -0.0280 -3.1024  0.196
H: -0.6994 2.4014 -0.6935  0.171
O: -0.2027 1.3195 2.0777  0.206
C: -2.0798 -4.1936 -1.6145  0.003
C: 0.2791 -1.6855 1.4828  -0.048
C: -4.1838 -5.3879 -0.9321  -0.023
O: -2.0916 0.9044 -0.3500  0.150
O: -0.2704 -2.1241 2.3850  0.178
C: -1.2314 -3.1088 -1.5214  -0.153
H: -4.4435 -3.0533 0.5816  0.135
C: -3.5281 -3.1220 -0.0173  0.040
C: 1.9201 1.6382 -1.0728  -0.016
O: 2.3671 2.6822 -1.3012  0.180
Yb: 1.2351 -0.6646 -0.5561  1.264

Its gap between HOMO and LUMO (spin up / spin down) is 4.31 / 5.94 eV. Its HOMO energy (spin up / spin down) is -14.83 / -16.14 eV. As for the expectation value of S²: 0.76. The charge is +2. Its multiplicity is 2.

Entry from the OMol25 dataset: a molecular structure, C23H32IIrNO2S2Si2 (ωB97M-V/def2-TZVPD).

Last column: Löwdin charge in e.
Element x y z (Å)
H: 1.0870 3.7547 -3.3805  0.042
Si: -0.4292 1.9635 -2.7026  0.435
Si: 0.7195 -0.9838 -3.2408  0.438
C: 2.8823 0.7400 2.3643  -0.049
C: 4.1388 -0.6752 0.8879  -0.028
H: -4.6843 -1.7352 -2.6331  0.113
N: -1.9035 -0.1668 -0.5741  -0.112
C: 2.5138 -0.7957 -2.7773  -0.155
H: -2.5635 -1.0426 -3.7355  0.119
H: 1.1644 -3.5682 1.9438  0.072
I: 4.4676 -2.4439 4.8275  0.859
O: 1.6814 1.6776 -0.1452  -0.247
C: 1.2082 2.6804 -3.2124  -0.151
C: 4.0083 -1.1886 3.2200  -0.740
C: 0.1921 -2.7672 -2.9682  -0.173
H: 0.8654 -3.4344 -3.5129  0.036
H: 0.8245 0.3781 -5.3428  0.018
H: -1.4080 1.8477 -4.9783  0.028
H: 1.0753 -1.3347 -5.6718  0.033
C: 2.9263 1.2962 -0.0837  -0.606
C: 0.7535 -2.9019 2.7007  -0.105
H: 2.9138 0.1978 4.4423  0.095
C: -2.7125 -0.9083 -2.6727  -0.017
H: 2.8543 0.2400 -2.8108  0.027
C: -1.7031 2.3130 -4.0346  -0.162
C: -0.1359 -0.5499 2.8779  -0.762
H: -0.1147 -3.3879 3.1518  0.088
H: 1.9747 2.5381 -2.4498  0.018
C: -0.3259 -0.7449 4.3555  -0.109
H: -0.7461 0.1471 4.8144  0.066
H: 3.1398 -1.3860 -3.4518  0.042
H: -2.6923 1.9356 -3.7652  0.028
H: -0.9902 -1.5878 4.5594  0.086
H: 5.0876 -2.3767 1.7908  0.094
C: 3.3131 0.4253 1.0835  -0.168
H: -1.7912 3.3883 -4.2110  0.036
H: 2.6840 -1.1614 -1.7610  0.009
H: -0.7517 3.8599 -1.1543  0.061
C: -3.8880 -1.2888 -2.0513  -0.043
H: -0.8207 -2.9591 -3.3289  0.024
H: -0.6475 2.5626 -0.0997  -0.021
C: 0.3731 -1.5788 2.1021  -0.705
H: 4.5091 -0.8864 -0.1073  0.121
C: -3.0267 -0.5321 0.0404  -0.092
S: 0.6494 -1.4021 0.4398  0.807
Ir: -0.1029 0.6398 -0.0966  0.882
H: -4.9679 -1.3943 -0.1816  0.106
O: 3.7761 1.6499 -0.8789  0.073
H: 2.2617 1.6125 2.5187  0.102
H: -2.1478 2.7682 -1.0167  0.047
C: 4.4715 -1.5021 1.9494  -0.140
H: -3.0735 -0.3582 1.1076  0.110
C: -1.7055 -0.3365 -1.8987  -0.389
C: 0.4933 -0.6273 -5.0755  -0.173
H: 0.2303 -3.0435 -1.9130  0.001
H: -0.5525 -0.7249 -5.3795  0.025
S: -0.5036 0.9655 2.2194  0.707
C: 3.2386 -0.0578 3.4423  -0.156
C: -1.0631 2.8120 -1.1146  -0.184
H: 0.6310 -0.9658 4.8368  0.078
H: 1.5046 -2.7714 3.4832  0.050
H: 1.5576 2.2439 -4.1503  0.030
C: -0.3512 0.1675 -2.2116  -0.467
C: -4.0559 -1.1018 -0.6808  -0.052

Its gap between HOMO and LUMO (spin up / spin down) is 7.53 / 6.44 eV. Its HOMO energy (spin up / spin down) is -7.48 / -8.14 eV. As for the expectation value of S²: 0.76. The charge is 0. Its multiplicity is 2.

Computed relative energy (zero: lowest compared OMol25 entry of this formula, charge and spin), in the same sequence as the records: 0.0; 161.7; 211.8; 0.0 kJ/mol.
Computed largest force on an atom, in the same sequence as the records: 1.12; 3.00; 6.45; 0.13 eV/Å.
Computed total energy, in the same sequence as the records: -7158.32113; -229.26348; -2012.81345; -2878.37386 Eh.